Record 1
Here is a 5-piece molecular cluster, C29H30F18N2O13 overall at a distorted geometry from the OMol25 dataset. Energies are from wB97M-V/def2-TZVPD.

Each line ends with the Mulliken charge.
Positions of all 92 atoms, in Å:
N -0.08 0.55 3.09  -0.625
C 0.22 1.41 2.39  -0.157
C 0.95 2.21 1.39  1.200
C 2.36 2.52 1.95  -1.621
C 3.17 1.27 2.32  -0.883
C 4.22 0.85 1.25  -0.411
C 3.82 1.19 -0.16  0.536
O 3.88 2.27 -0.65  -0.524
O 3.35 0.11 -0.90  -0.459
C 0.22 3.57 1.18  0.338
C 0.66 4.14 -0.11  -0.045
N 0.92 4.66 -1.10  -0.547
C -1.31 3.52 1.35  -0.409
O -1.79 3.91 2.37  -0.479
C -2.28 3.03 0.23  0.957
F -1.87 3.45 -0.98  -0.282
F -3.47 3.59 0.45  -0.320
C -2.45 1.49 0.13  0.514
F -3.08 1.26 -1.03  -0.375
F -1.23 0.95 0.02  -0.350
C -3.32 0.83 1.26  1.114
F -4.52 0.55 0.73  -0.294
F -3.49 1.65 2.29  -0.289
C -2.77 -0.52 1.80  -0.127
O -2.84 -0.75 2.97  -0.451
O -2.25 -1.41 0.91  -0.335
H 1.06 1.66 0.46  0.262
H 2.20 3.09 2.86  0.572
H 2.88 3.19 1.26  0.668
H 2.55 0.41 2.54  0.388
H 3.72 1.51 3.22  0.383
H 5.21 1.23 1.50  0.220
H 4.30 -0.24 1.30  0.349
H 4.01 -0.03 -1.58  0.351
H 0.57 4.25 1.95  0.661
H -1.30 -1.21 0.86  0.348
C 8.47 4.45 -3.88  -1.100
C 7.90 4.69 -2.49  -0.244
O 7.61 3.45 -1.82  -0.244
C 8.65 2.80 -1.32  0.257
O 9.79 3.13 -1.37  -0.518
C 8.16 1.52 -0.63  0.993
F 7.32 0.82 -1.40  -0.262
F 7.50 1.82 0.50  -0.257
F 9.17 0.72 -0.31  -0.253
H 7.80 3.83 -4.46  0.300
H 8.62 5.40 -4.39  0.372
H 9.43 3.94 -3.83  0.321
H 6.95 5.21 -2.57  0.322
H 8.57 5.30 -1.88  0.315
C -2.44 -3.44 -1.63  -1.105
C -2.32 -4.36 -2.83  -0.123
O -0.97 -4.42 -3.32  -0.307
C -0.12 -5.15 -2.62  0.333
O -0.37 -5.78 -1.63  -0.518
C 1.26 -5.12 -3.29  0.916
F 1.64 -3.87 -3.57  -0.241
F 1.25 -5.81 -4.43  -0.253
F 2.18 -5.66 -2.49  -0.241
H -2.06 -2.45 -1.89  0.248
H -3.48 -3.35 -1.31  0.404
H -1.85 -3.80 -0.79  0.516
H -2.92 -3.97 -3.64  0.031
H -2.68 -5.36 -2.60  0.360
C -4.26 -2.11 5.24  -0.822
C -5.09 -1.79 6.46  -0.365
O -5.52 -2.99 7.14  -0.311
C -4.61 -3.60 7.88  0.320
O -3.48 -3.26 8.04  -0.506
C -5.23 -4.84 8.55  0.918
F -5.89 -5.59 7.66  -0.251
F -6.09 -4.47 9.51  -0.255
F -4.29 -5.60 9.11  -0.239
H -4.81 -2.77 4.56  0.303
H -4.01 -1.19 4.70  0.247
H -3.34 -2.61 5.50  0.329
H -6.00 -1.28 6.17  0.347
H -4.56 -1.14 7.16  0.329
C -2.87 1.82 -4.48  -0.901
C -2.20 0.57 -4.99  -0.297
O -2.98 -0.61 -4.71  -0.189
C -4.04 -0.81 -5.48  0.232
O -4.40 -0.13 -6.39  -0.525
C -4.74 -2.11 -5.05  0.981
F -4.94 -2.15 -3.73  -0.247
F -4.00 -3.18 -5.38  -0.286
F -5.92 -2.24 -5.64  -0.251
H -3.08 1.74 -3.41  0.078
H -2.23 2.69 -4.65  0.404
H -3.82 2.00 -4.98  0.375
H -1.25 0.42 -4.48  0.362
H -1.99 0.62 -6.06  0.319

Computed properties:
HOMO-LUMO gap: 10.2912 eV
Structure (SMILES): N#C[C@H](CCCC(=O)O)[C@@H](C#N)C(=O)C(F)(F)C(F)(F)C(F)(F)C(=O)O.CCOC(=O)C(F)(F)F.CCOC(=O)C(F)(F)F.CCOC(=O)C(F)(F)F.CCOC(=O)C(F)(F)F
Calculated total energy: -109071.720 eV
HOMO energy: -0.4093 Ha


Record 2
Here is a 2-piece molecular cluster, C29H30F4N3O7PS overall at a distorted geometry from the OMol25 dataset. Energies are from wB97M-V/def2-TZVPD.

Each line ends with the Mulliken charge.
Positions of all 75 atoms, in Å:
O 2.73 -0.78 4.81  -0.459
C 3.05 -1.85 4.34  0.096
C 4.43 -2.01 3.61  -0.606
N 4.33 -2.50 2.22  0.240
C 4.82 -1.66 1.17  -0.177
O 5.92 -1.23 0.99  -0.553
C 3.56 -1.47 0.28  0.314
C 3.35 -0.53 -0.81  0.545
C 4.41 0.49 -1.28  -0.989
C 4.85 1.52 -0.18  -0.266
C 5.86 2.51 -0.87  0.255
F 5.97 2.45 -2.26  -0.276
C 6.69 3.40 -0.22  0.215
F 8.05 3.23 -0.37  -0.204
F 6.31 4.44 0.54  -0.196
C 2.03 -0.59 -1.47  -1.393
C 0.99 -1.56 -1.12  0.236
C -0.34 -1.48 -1.92  -0.994
C -1.45 -0.89 -0.95  0.270
C -2.43 0.15 -1.61  -0.854
C -3.05 1.02 -0.43  -0.517
C -2.29 2.38 -0.17  -0.798
C -1.04 2.11 0.78  -0.091
C -0.66 3.27 1.75  -0.650
S 0.72 2.60 2.82  -0.160
C 0.10 1.08 3.55  0.333
N -0.55 1.02 4.75  -0.347
N -0.86 -0.28 4.91  -0.458
C -0.43 -1.07 3.91  -0.106
O 0.19 -0.19 3.05  0.098
C 1.24 -2.54 -0.03  0.829
P 0.01 -3.83 0.47  0.910
O -0.89 -3.39 1.58  -0.692
O -0.97 -4.21 -0.83  -0.583
O 0.73 -5.28 0.87  -0.491
C 2.52 -2.44 0.64  0.966
C 3.15 -3.23 1.83  -0.290
O 2.84 -4.25 2.38  -0.526
H 2.32 -2.70 4.49  0.449
H 4.92 -1.00 3.66  0.307
H 5.03 -2.76 4.19  0.307
H 3.92 1.10 -2.10  0.300
H 5.33 0.02 -1.70  0.498
H 3.96 2.13 0.15  0.302
H 5.32 1.07 0.72  0.244
H 1.90 0.15 -2.30  0.161
H -0.19 -0.70 -2.72  0.388
H -0.63 -2.42 -2.44  0.394
H -2.08 -1.67 -0.44  0.287
H -0.89 -0.36 -0.13  -0.392
H -2.00 0.74 -2.45  0.430
H -3.30 -0.45 -2.03  0.253
H -4.15 1.28 -0.59  0.127
H -3.02 0.36 0.49  0.385
H -2.98 3.09 0.36  0.377
H -1.92 2.77 -1.16  0.371
H -1.29 1.19 1.36  0.020
H -0.16 1.93 0.09  0.129
H -0.25 4.14 1.17  0.376
H -1.49 3.58 2.43  0.406
H -0.56 -2.16 3.81  0.473
H -1.73 -3.62 -0.85  0.396
H 1.46 -5.35 0.22  0.356
F -4.39 2.50 -3.54  -0.341
C -5.59 1.89 -3.48  0.368
C -6.01 1.11 -4.55  -0.472
C -7.24 0.47 -4.48  -0.368
C -8.04 0.62 -3.35  -0.441
C -7.60 1.40 -2.28  -0.497
C -6.37 2.03 -2.35  -0.208
H -5.38 1.02 -5.42  0.415
H -7.58 -0.14 -5.31  0.368
H -9.00 0.12 -3.30  0.372
H -8.22 1.52 -1.41  0.368
H -6.01 2.64 -1.53  0.462

Computed properties:
HOMO-LUMO gap: 7.6188 eV
Structure (SMILES): O=CCN1C(=O)c2c(CCC(F)=C(F)F)cc(CCCCCCCSc3nnco3)c(P(=O)(O)O)c2C1=O.Fc1ccccc1
Calculated total energy: -80351.897 eV
HOMO energy: -0.3240 Ha


Record 3
Here is C29H30MnN6O5S2 as an isolated structure at a distorted geometry from the OMol25 dataset. Energies are from wB97M-V/def2-TZVPD.

Each line ends with the Mulliken spin population.
Positions of all 73 atoms, in Å:
Mn 0.19 -1.37 0.01  0.984
O 2.49 -4.83 0.32  0.004
C 1.95 -3.74 0.34  0.007
N 0.80 -3.31 -0.26  -0.010
C 0.07 -4.16 -1.03  0.007
O 0.26 -5.32 -1.33  0.004
C -1.17 -3.47 -1.57  -0.002
C -2.19 -4.22 -2.13  0.001
C -3.30 -3.56 -2.63  -0.003
C -3.33 -2.18 -2.60  0.003
C -2.26 -1.51 -2.03  0.003
N -1.20 -2.13 -1.50  -0.001
C 2.57 -2.64 1.20  0.006
C 3.83 -2.80 1.75  -0.002
C 4.32 -1.79 2.56  0.000
C 3.52 -0.68 2.81  0.000
C 2.28 -0.60 2.22  0.002
N 1.81 -1.56 1.41  -0.008
H -2.08 -5.30 -2.15  0.000
H -4.12 -4.12 -3.06  0.000
H -4.16 -1.62 -3.00  0.000
H -2.21 -0.43 -1.99  -0.004
H 4.37 -3.71 1.53  0.000
H 5.31 -1.87 2.99  0.000
H 3.86 0.12 3.45  0.000
H 1.61 0.24 2.38  0.001
N -1.09 -2.35 1.52  -0.016
C -1.18 -1.51 2.73  0.010
C -0.92 -0.05 2.40  -0.012
O -1.17 0.81 3.24  0.000
O -0.40 0.16 1.25  0.013
H -2.01 -2.53 1.13  0.001
H -0.67 -3.25 1.71  0.002
H -0.40 -1.82 3.42  -0.001
H -2.13 -1.61 3.26  0.000
N 2.21 1.15 -3.15  0.002
C 1.84 -0.12 -2.93  0.004
N 0.98 -0.65 -3.82  0.003
S 2.45 -1.04 -1.65  -0.005
H 1.87 1.68 -3.93  0.000
H 2.83 1.58 -2.49  0.000
H 0.42 -0.05 -4.40  0.000
H 0.57 -1.53 -3.55  0.001
O -0.40 0.63 -1.34  -0.001
S -0.62 2.11 -1.50  0.007
C -2.40 2.42 -1.30  -0.001
C -3.00 2.18 0.06  -0.001
C -3.24 3.26 0.91  0.000
C -3.79 3.06 2.16  0.000
C -4.11 1.78 2.59  0.001
C -3.88 0.70 1.74  -0.002
C -3.32 0.90 0.49  0.002
C -0.05 2.96 -0.01  0.004
C 1.44 3.16 -0.08  0.000
C 2.28 2.07 0.14  -0.005
C 3.65 2.22 0.04  -0.001
C 4.20 3.45 -0.29  0.000
C 3.37 4.54 -0.51  0.000
C 1.99 4.39 -0.41  0.000
H -2.85 1.79 -2.07  0.000
H -2.54 3.46 -1.61  0.000
H -3.01 4.27 0.58  0.000
H -3.97 3.91 2.81  0.000
H -4.53 1.62 3.57  0.000
H -4.12 -0.30 2.07  0.000
H -3.12 0.05 -0.15  0.001
H -0.36 2.34 0.83  0.000
H -0.58 3.92 0.00  0.001
H 1.84 1.11 0.36  0.004
H 4.29 1.36 0.20  0.000
H 5.28 3.57 -0.36  0.000
H 3.79 5.51 -0.76  0.000
H 1.34 5.24 -0.58  0.000

Computed properties:
HOMO-LUMO gap (alpha / beta): 7.8122 / 7.3897 eV
Calculated total energy: -102731.259 eV
2S+1: 2
⟨S²⟩: 0.962
HOMO energy (alpha / beta): -0.2879 / -0.2724 Ha


Record 4
Here is C29H30N4O5RhSSi2 as an isolated structure at a distorted geometry from the OMol25 dataset. Energies are from wB97M-V/def2-TZVPD.

Each line ends with the Mulliken charge.
Positions of all 72 atoms, in Å:
Rh 0.16 0.21 0.25  0.512
N -0.70 -1.53 3.76  -0.162
C 0.09 -0.54 4.32  -0.669
C 0.74 0.07 3.30  -0.434
N 0.32 -0.51 2.13  0.520
C -0.55 -1.41 2.42  -0.268
C -1.09 -2.16 1.30  0.401
N -0.58 -1.98 0.11  -0.001
C -1.32 -2.75 -0.75  -0.480
C -2.28 -3.41 -0.05  -0.673
N -2.09 -3.05 1.27  -0.142
H -1.63 -1.71 4.14  0.311
H 0.12 -0.38 5.38  0.403
H 1.46 0.86 3.31  0.488
H -1.10 -2.79 -1.80  0.629
H -3.02 -4.13 -0.35  0.431
H -2.80 -3.12 1.98  0.256
O 0.05 0.82 -1.63  0.904
Si -0.08 1.49 -3.04  -1.882
C -1.08 0.36 -4.18  0.189
C -1.03 0.43 -5.58  0.088
C -1.81 -0.41 -6.38  -0.745
C -2.66 -1.34 -5.78  -0.369
C -2.73 -1.41 -4.40  -0.602
C -1.95 -0.58 -3.61  -0.365
C 1.61 1.77 -3.84  0.402
C 2.35 2.91 -3.51  -0.117
C 3.63 3.12 -4.00  -0.661
C 4.20 2.18 -4.85  -0.431
C 3.50 1.03 -5.18  -0.678
C 2.22 0.83 -4.68  -0.171
C -0.97 3.14 -3.03  0.314
C -1.02 3.98 -4.15  -0.144
C -1.73 5.17 -4.12  -0.636
C -2.41 5.55 -2.97  -0.371
C -2.37 4.73 -1.84  -0.470
C -1.65 3.54 -1.88  -0.293
H -0.37 1.15 -6.06  0.349
H -1.75 -0.34 -7.46  0.378
H -3.26 -1.99 -6.40  0.357
H -3.40 -2.13 -3.93  0.403
H -2.01 -0.63 -2.53  0.485
H 1.91 3.65 -2.84  0.372
H 4.18 4.01 -3.73  0.405
H 5.20 2.34 -5.24  0.361
H 3.95 0.29 -5.83  0.361
H 1.69 -0.08 -4.93  0.403
H -0.49 3.70 -5.05  0.241
H -1.77 5.80 -5.00  0.367
H -2.97 6.47 -2.95  0.349
H -2.88 5.01 -0.93  0.480
H -1.63 2.92 -0.99  0.218
C 5.70 0.85 -1.57  -0.778
Si 5.12 -0.10 -0.07  -0.058
C 5.75 -1.86 -0.19  -0.981
C 5.84 0.66 1.48  -0.987
C 3.32 -0.05 0.02  0.128
C 2.11 0.07 0.12  -0.087
H 6.78 0.82 -1.69  0.355
H 5.39 1.90 -1.49  0.240
H 5.23 0.45 -2.47  0.133
H 6.85 -1.86 -0.24  0.289
H 5.37 -2.35 -1.09  0.292
H 5.44 -2.45 0.67  0.273
H 6.93 0.69 1.45  0.304
H 5.53 0.08 2.36  0.275
H 5.47 1.68 1.61  0.289
O -2.83 2.57 1.12  -0.656
S -1.90 1.53 1.47  1.293
O -0.44 1.99 1.31  -0.658
O -1.92 0.40 0.44  -0.535
O -2.12 0.96 2.80  -0.741

Computed properties:
Net charge: -1
HOMO-LUMO gap: 7.7724 eV
Calculated total energy: -76360.772 eV
HOMO energy: -0.2076 Ha


Record 5
Here is C29H30N6O6RhS as an isolated structure at a distorted geometry from the OMol25 dataset. Energies are from wB97M-V/def2-TZVPD.

Each line ends with the Mulliken charge.
Positions of all 73 atoms, in Å:
Rh -0.03 0.04 0.00  -0.549
O -1.12 -2.78 -2.67  -0.726
C -0.57 -1.96 -1.96  0.240
O -1.03 -0.81 -1.60  -0.651
C 0.87 -2.18 -1.47  1.502
C 1.91 -2.54 -2.32  -1.088
C 3.15 -1.98 -2.06  -0.138
C 3.45 -1.50 -0.78  -0.698
C 2.38 -1.29 0.07  0.560
N 1.14 -1.57 -0.32  0.087
C 2.41 -0.48 1.36  0.146
O 3.32 -0.62 2.16  -0.731
O 1.40 0.31 1.47  -0.403
H 1.66 -2.98 -3.27  0.501
H 4.00 -2.36 -2.63  0.427
H 4.43 -1.17 -0.49  0.502
N 4.44 -0.57 -6.55  -0.609
C 4.11 -0.07 -5.29  0.916
C 4.99 0.77 -4.60  -0.794
C 4.60 1.41 -3.44  -0.882
C 3.35 1.13 -2.89  0.100
C 2.57 0.14 -3.44  0.067
C 2.87 -0.33 -4.72  -0.823
S 2.84 2.25 -1.60  1.191
O 3.72 2.07 -0.48  -0.670
O 2.86 3.52 -2.28  -0.682
N 1.35 1.74 -1.20  -0.085
C 0.44 2.61 -0.73  0.438
N -0.65 1.97 -0.21  0.542
C -1.74 2.66 0.08  -0.145
C -1.75 4.03 -0.04  -1.007
C -0.54 4.62 -0.41  -0.355
N 0.54 3.94 -0.74  -0.629
H 5.44 -0.65 -6.72  0.217
H 3.96 -1.42 -6.80  0.230
H 5.97 0.98 -5.02  0.306
H 5.23 2.16 -2.98  0.433
H 1.51 0.19 -3.17  0.354
H 2.17 -0.99 -5.22  0.281
H -2.59 2.11 0.45  0.662
H -2.63 4.61 0.19  0.433
H -0.44 5.70 -0.42  0.414
C -0.01 3.29 4.33  -1.880
C -1.12 2.47 3.73  0.691
C -2.45 2.79 4.00  -0.634
C -3.46 2.05 3.40  0.343
C -4.91 2.36 3.68  -1.836
C -3.13 1.01 2.55  0.860
C -1.80 0.63 2.26  -0.851
C -0.82 1.42 2.89  -0.183
N -1.48 -0.41 1.39  0.076
C -2.48 -1.49 1.18  1.702
C -3.51 -1.17 0.09  -1.652
C -3.22 -1.84 2.50  -1.829
C -1.71 -2.78 0.82  -1.897
H -0.14 3.40 5.41  0.437
H 0.01 4.29 3.90  0.325
H 0.96 2.83 4.14  0.353
H -2.69 3.61 4.67  0.340
H -5.04 3.40 3.98  0.406
H -5.30 1.73 4.48  0.299
H -5.53 2.19 2.79  0.375
H -3.95 0.51 2.06  0.187
H 0.22 1.20 2.71  0.783
H -4.07 -0.27 0.32  0.212
H -4.23 -2.00 0.01  0.474
H -3.04 -1.05 -0.88  0.352
H -4.16 -1.31 2.63  0.431
H -2.58 -1.64 3.36  0.328
H -3.45 -2.91 2.49  0.536
H -0.81 -2.58 0.28  0.542
H -2.33 -3.45 0.22  0.349
H -1.41 -3.30 1.73  0.477

Computed properties:
Net charge: -1
HOMO-LUMO gap: 6.5285 eV
Calculated total energy: -65631.106 eV
HOMO energy: -0.1651 Ha


Record 6
Here is C29H31BBrN6O5Ru as an isolated structure from the OMol25 dataset. Energies are from wB97M-V/def2-TZVPD.

Each line ends with the Mulliken spin population.
Positions of all 74 atoms, in Å:
Ru -0.30 -0.27 0.05  4.180
C -2.26 1.28 2.82  0.006
C -2.74 1.52 1.43  -0.003
C -3.85 2.25 1.00  0.006
C -3.84 2.16 -0.38  0.021
C -4.80 2.76 -1.35  -0.002
N -2.78 1.42 -0.75  -0.006
N -2.11 1.02 0.37  0.161
B -2.31 1.07 -2.19  -0.155
N -2.28 -0.46 -2.39  0.022
N -1.66 -1.27 -1.48  0.125
C -1.86 -2.53 -1.89  0.025
C -1.34 -3.73 -1.17  -0.008
C -2.62 -2.52 -3.06  0.010
C -2.87 -1.19 -3.34  0.017
C -3.66 -0.61 -4.46  -0.001
N -0.92 1.67 -2.42  -0.007
N 0.04 1.58 -1.46  0.137
C 1.07 2.31 -1.86  0.015
C 2.30 2.52 -1.06  -0.007
C 0.78 2.88 -3.11  0.006
C -0.50 2.45 -3.43  0.004
C -1.32 2.76 -4.63  0.000
H -2.82 1.89 3.52  -0.001
H -1.20 1.54 2.92  0.001
H -2.39 0.24 3.11  0.000
H -4.56 2.77 1.61  0.001
H -5.56 3.32 -0.81  0.000
H -5.30 1.99 -1.95  0.001
H -4.30 3.43 -2.05  0.001
H -3.09 1.54 -2.96  0.000
H -1.45 -3.65 -0.09  0.000
H -0.28 -3.88 -1.36  -0.001
H -1.88 -4.62 -1.51  -0.001
H -2.96 -3.38 -3.62  0.000
H -4.04 -1.42 -5.09  0.000
H -3.06 0.05 -5.08  0.001
H -4.51 -0.04 -4.10  0.001
H 2.14 2.29 -0.01  0.003
H 2.61 3.56 -1.12  -0.001
H 3.13 1.91 -1.43  0.000
H 1.40 3.53 -3.69  0.000
H -0.75 3.40 -5.30  0.000
H -2.24 3.27 -4.37  0.000
H -1.58 1.85 -5.18  0.000
O 3.49 0.26 3.04  0.002
C 4.28 -0.11 2.01  0.000
C 5.65 -0.28 2.20  0.000
C 6.47 -0.66 1.15  0.001
C 5.93 -0.89 -0.11  0.000
C 4.57 -0.73 -0.30  0.010
C 3.73 -0.33 0.74  0.012
C 2.28 -0.20 0.43  -0.074
O 1.49 0.39 1.23  0.135
O 1.84 -0.66 -0.65  0.114
H 4.01 0.27 3.85  0.000
H 6.07 -0.11 3.18  0.000
H 7.53 -0.78 1.32  0.000
H 6.57 -1.19 -0.93  0.000
H 4.12 -0.91 -1.26  0.004
Br 2.60 -1.13 7.33  0.000
C 1.78 -1.67 5.70  0.000
C 1.94 -2.98 5.27  0.001
C 1.35 -3.37 4.08  -0.001
C 0.64 -2.45 3.31  0.002
C 0.51 -1.14 3.76  -0.041
C 1.06 -0.75 4.97  0.001
C 0.06 -2.92 2.01  0.004
O -0.16 -4.10 1.83  0.038
O -0.13 -2.00 1.09  0.199
H 2.50 -3.69 5.87  0.000
H 1.44 -4.38 3.72  0.000
H -0.02 -0.42 3.16  0.041
H 0.96 0.27 5.32  0.000

Computed properties:
HOMO-LUMO gap (alpha / beta): 9.0845 / 7.1224 eV
Calculated total energy: -123057.737 eV
2S+1: 6
⟨S²⟩: 8.757
HOMO energy (alpha / beta): -0.3157 / -0.3216 Ha